Entry 1:
{
  "formula": "H10O5",
  "method": "ωB97M-V/def2-TZVPD",
  "species": ["O", "H", "H", "O", "H", "H", "O", "H", "H", "O", "H", "H", "O", "H", "H"],
  "xyz": [[1.93, -0.73, -1.28], [1.16, -0.30, -1.66], [2.56, -0.09, -1.64], [0.49, 2.29, -2.10], [0.08, 3.04, -2.52], [-0.22, 1.95, -1.48], [-0.59, -2.29, 1.67], [-1.08, -2.41, 0.85], [-0.11, -3.13, 1.75], [0.40, 0.11, 0.67], [1.29, -0.08, 0.31], [0.14, -0.76, 1.04], [-2.14, 1.16, 1.41], [-2.66, 0.40, 1.75], [-1.26, 0.83, 1.24]],
  "nbo_charge": [-0.938, 0.482, 0.476, -0.960, 0.473, 0.486, -0.939, 0.477, 0.484, -1.023, 0.500, 0.489, -0.964, 0.462, 0.493],
  "homo_energy_ha": -0.3950,
  "de_lowest_kj_mol": 95.4,
  "homo_lumo_gap_ha": 0.4092,
  "e_tot_ha": -382.18785,
  "smiles": "O.O.O.O.O"
}

Entry 2:
{
  "formula": "H10O5",
  "method": "ωB97M-V/def2-TZVPD",
  "species": ["O", "H", "H", "O", "H", "H", "O", "H", "H", "O", "H", "H", "O", "H", "H"],
  "xyz": [[2.97, -0.68, 0.48], [2.09, -0.30, 0.33], [2.82, -1.41, 1.09], [-2.65, -0.79, 1.37], [-2.96, -1.34, 0.65], [-2.41, -1.42, 2.07], [1.95, 3.08, -0.16], [2.46, 2.89, 0.64], [1.54, 2.23, -0.38], [-1.82, -0.72, -1.90], [-1.57, -1.50, -2.40], [-2.58, -1.00, -1.38], [0.34, 0.57, -0.02], [0.25, 0.12, -0.87], [-0.44, 0.28, 0.49]],
  "nbo_charge": [-0.961, 0.486, 0.461, -0.934, 0.459, 0.477, -0.953, 0.466, 0.483, -0.936, 0.475, 0.463, -0.978, 0.492, 0.502],
  "homo_energy_ha": -0.3903,
  "de_lowest_kj_mol": 101.7,
  "homo_lumo_gap_ha": 0.3855,
  "e_tot_ha": -382.18544,
  "smiles": "O.O.O.O.O"
}

Entry 3:
{
  "formula": "H10O5",
  "method": "ωB97M-V/def2-TZVPD",
  "species": ["O", "H", "H", "O", "H", "H", "O", "H", "H", "O", "H", "H", "O", "H", "H"],
  "xyz": [[1.93, -0.19, -1.86], [1.85, -0.36, -0.92], [1.91, -1.06, -2.26], [1.48, -0.94, 0.75], [0.72, -0.60, 1.22], [2.01, -1.35, 1.44], [0.54, 2.30, 0.93], [0.07, 1.75, 0.30], [0.00, 3.08, 1.01], [-2.71, -1.11, 0.59], [-2.38, -1.99, 0.44], [-2.41, -0.89, 1.48], [-0.82, 0.73, -0.83], [-0.71, 0.53, -1.76], [-1.47, 0.10, -0.53]],
  "nbo_charge": [-0.966, 0.495, 0.455, -0.949, 0.484, 0.480, -0.972, 0.492, 0.460, -0.942, 0.477, 0.476, -0.975, 0.492, 0.492],
  "homo_energy_ha": -0.3910,
  "de_lowest_kj_mol": 80.1,
  "homo_lumo_gap_ha": 0.3957,
  "e_tot_ha": -382.19367,
  "smiles": "O.O.O.O.O"
}

Entry 4:
{
  "formula": "H10O5",
  "method": "ωB97M-V/def2-TZVPD",
  "species": ["O", "H", "H", "O", "H", "H", "O", "H", "H", "O", "H", "H", "O", "H", "H"],
  "xyz": [[1.13, -0.53, -0.94], [1.48, -0.19, -1.77], [0.74, -1.38, -1.18], [-1.05, 3.32, -0.90], [-1.93, 3.63, -0.65], [-0.57, 4.12, -1.13], [-3.17, -2.68, -0.50], [-3.98, -2.26, -0.82], [-3.33, -3.62, -0.64], [5.21, -0.55, 0.72], [5.23, -1.51, 0.82], [5.84, -0.38, 0.01], [-2.24, 0.55, 2.35], [-1.54, 0.23, 1.77], [-1.82, 1.26, 2.86]],
  "nbo_charge": [-0.934, 0.466, 0.467, -0.933, 0.468, 0.465, -0.935, 0.469, 0.466, -0.932, 0.467, 0.465, -0.942, 0.477, 0.465],
  "homo_energy_ha": -0.4057,
  "de_lowest_kj_mol": 144.3,
  "homo_lumo_gap_ha": 0.4373,
  "e_tot_ha": -382.16921,
  "smiles": "O.O.O.O.O"
}

Entry 5:
{
  "formula": "H10O5",
  "method": "ωB97M-V/def2-TZVPD",
  "species": ["O", "H", "H", "O", "H", "H", "O", "H", "H", "O", "H", "H", "O", "H", "H"],
  "xyz": [[-1.10, -0.57, 1.57], [-0.71, 0.33, 1.42], [-1.82, -0.51, 0.96], [0.10, 1.60, 0.25], [1.02, 1.22, 0.26], [0.22, 2.55, 0.29], [0.44, -1.80, -0.31], [0.04, -1.64, 0.57], [-0.25, -1.44, -0.87], [-1.71, 0.06, -1.10], [-2.00, 0.30, -2.02], [-1.07, 0.77, -0.91], [2.31, 0.08, -0.22], [1.62, -0.66, -0.33], [2.92, -0.29, 0.44]],
  "nbo_charge": [-0.970, 0.495, 0.485, -1.013, 0.523, 0.487, -0.972, 0.507, 0.494, -0.997, 0.480, 0.505, -1.004, 0.504, 0.475],
  "homo_energy_ha": -0.4111,
  "de_lowest_kj_mol": 15.7,
  "homo_lumo_gap_ha": 0.4284,
  "e_tot_ha": -382.21820,
  "smiles": "O.O.O.O.O"
}

Entry 6:
{
  "formula": "H10O5",
  "method": "ωB97M-V/def2-TZVPD",
  "species": ["O", "H", "H", "O", "H", "H", "O", "H", "H", "O", "H", "H", "O", "H", "H"],
  "xyz": [[8.56, 24.14, 5.45], [9.35, 23.72, 4.99], [8.59, 25.03, 5.09], [9.86, 26.50, 7.33], [9.94, 26.21, 6.43], [9.96, 25.74, 7.92], [11.18, 26.04, 4.79], [11.79, 25.67, 5.38], [11.61, 26.73, 4.29], [11.20, 26.76, 1.81], [10.53, 27.18, 1.26], [10.89, 25.84, 2.02], [12.63, 24.24, 6.35], [13.38, 23.89, 5.87], [11.99, 23.50, 6.55]],
  "nbo_charge": [-0.937, 0.465, 0.474, -0.957, 0.482, 0.467, -0.989, 0.493, 0.490, -0.956, 0.475, 0.481, -0.961, 0.484, 0.489],
  "homo_energy_ha": -0.3932,
  "de_lowest_kj_mol": 111.6,
  "homo_lumo_gap_ha": 0.4009,
  "e_tot_ha": -382.18166,
  "smiles": "O.O.O.O.O"
}